Below is a structure of composition C61H76ClGeN10OP3Sn, with properties calculated with wB97M-V/def2-TZVPD.

Results
Spin multiplicity: 2
Orbital gap (alpha / beta) in eV: 5.946 / 4.859
Charge: +1
Lowest unoccupied orbital energy (alpha / beta) in Ha: -0.09214 / -0.13286
DFT total energy in a.u.: -6768.2234

Last column: Löwdin charge in e.
Atoms and positions in Å:
Sn: -0.70140 0.44706 -1.92910  1.17
C: 3.14066 3.69525 4.65282  -0.11
C: 3.39524 3.11320 3.26280  -0.56
C: 4.53032 2.08180 3.24243  -0.12
P: 1.90721 2.47308 2.32268  1.09
C: 0.77009 1.62455 3.57268  -0.36
N: 0.78878 0.19173 3.54495  -0.08
Ge: 0.18344 -0.95447 1.57218  1.08
N: -1.61103 -1.69094 1.94984  -0.19
C: -2.62903 -1.57479 0.92968  -0.36
P: -3.15994 0.11545 0.24026  0.98
C: -3.06196 1.39068 1.58690  -0.56
C: -3.50498 1.07001 3.01273  -0.09
C: -3.75143 2.66461 1.07980  -0.13
C: -4.94858 -0.30009 -0.09714  -0.55
C: -5.60378 0.68923 -1.06688  -0.12
C: -5.84982 -0.53811 1.11285  -0.10
C: -1.93404 -1.98505 3.24975  -0.26
C: -3.21530 -2.09304 3.80494  -0.04
C: -3.38465 -2.27924 5.17077  -0.08
C: -2.29802 -2.37207 6.02557  -0.09
C: -1.01723 -2.35283 5.48338  -0.02
C: -0.85145 -2.19999 4.12457  -0.19
N: 0.42565 -2.37687 3.45805  -0.05
C: 1.55815 -1.91270 4.17579  -0.16
C: 2.51925 -2.73150 4.73032  0.01
C: 3.54901 -2.17205 5.48043  -0.04
C: 3.60204 -0.79240 5.69802  -0.06
C: 2.68158 0.04060 5.10910  -0.02
C: 1.66535 -0.49255 4.27855  -0.25
C: 0.54460 -3.71304 2.90444  -0.18
C: 0.30271 -4.84912 3.65145  -0.02
C: 0.46329 -6.10301 3.07980  -0.09
C: 0.84905 -6.18797 1.74974  -0.08
C: 1.05473 -5.04933 0.98631  -0.02
C: 0.90707 -3.77061 1.55179  -0.24
N: 1.06820 -2.57638 0.89364  -0.21
C: 1.61643 -2.62957 -0.44547  -0.42
P: 2.28529 -0.99571 -0.99849  0.99
C: 2.93847 -1.47185 -2.69391  -0.54
C: 4.05498 -0.52860 -3.14314  -0.12
C: 3.32529 -2.93276 -2.93221  -0.10
C: 3.70254 -0.82919 0.21148  -0.54
C: 4.76268 -1.92881 0.21067  -0.10
C: 4.34080 0.56063 0.15464  -0.15
C: 1.03122 4.13503 2.10371  -0.56
C: 0.47453 4.22890 0.68330  -0.14
C: -0.05623 4.51040 3.11062  -0.12
H: 4.08842 3.97279 5.11858  0.08
H: 2.64880 2.99267 5.32532  0.05
H: 2.52212 4.59249 4.60276  0.07
H: 3.70959 3.94353 2.62098  0.10
H: 4.21388 1.10487 3.61026  0.05
H: 5.36447 2.42012 3.86051  0.08
H: 4.89935 1.94269 2.22574  0.04
H: -0.22476 1.93663 3.25844  0.06
H: 0.94070 2.00006 4.58409  0.08
H: -3.52756 -2.12210 1.21516  0.07
H: -2.24778 -2.06531 0.02464  0.06
H: -1.97969 1.58020 1.60489  0.06
H: -4.55219 0.77643 3.06176  0.06
H: -3.38936 1.96555 3.63045  0.08
H: -2.90617 0.27964 3.46466  0.05
H: -4.83460 2.56563 1.15979  0.07
H: -3.49548 2.88796 0.04035  0.06
H: -3.46443 3.52029 1.69306  0.07
H: -4.83630 -1.24483 -0.64502  0.10
H: -5.79944 1.64833 -0.59015  0.06
H: -6.56036 0.29360 -1.41619  0.08
H: -4.96205 0.86375 -1.93308  0.03
H: -6.15733 0.40980 1.55674  0.07
H: -5.36637 -1.13154 1.88689  0.04
H: -6.75575 -1.06597 0.80591  0.08
H: -4.09006 -2.00861 3.17723  0.08
H: -4.38868 -2.33389 5.57208  0.11
H: -2.43976 -2.49605 7.08993  0.10
H: -0.14818 -2.48695 6.11786  0.12
H: 2.45544 -3.80223 4.59484  0.12
H: 4.29792 -2.81437 5.92318  0.11
H: 4.37604 -0.37867 6.33078  0.11
H: 2.73369 1.10482 5.28113  0.08
H: -0.01377 -4.75324 4.68297  0.12
H: 0.27914 -6.99512 3.66173  0.10
H: 0.98053 -7.16125 1.29355  0.10
H: 1.30131 -5.15517 -0.06007  0.10
H: 0.86070 -2.91678 -1.17698  0.05
H: 2.41744 -3.36678 -0.49422  0.07
H: 2.06753 -1.25546 -3.32545  0.07
H: 4.97453 -0.71097 -2.58761  0.06
H: 3.77530 0.51899 -3.00970  0.05
H: 4.27284 -0.68672 -4.20150  0.08
H: 4.11236 -3.26637 -2.25567  0.07
H: 3.70257 -3.04399 -3.95229  0.08
H: 2.47100 -3.60233 -2.82632  0.06
H: 3.15811 -0.88964 1.16298  0.07
H: 5.32837 -1.94315 -0.72123  0.06
H: 4.33535 -2.91830 0.37364  0.07
H: 5.47267 -1.74843 1.02192  0.08
H: 4.87885 0.72553 -0.77846  0.07
H: 5.05818 0.67504 0.97087  0.05
H: 3.58199 1.33834 0.26530  0.01
H: 1.83108 4.87375 2.20020  0.09
H: -0.23056 3.41757 0.48120  0.06
H: 1.27248 4.17161 -0.05920  0.04
H: -0.04673 5.17976 0.54812  0.08
H: -0.32239 5.56243 2.98505  0.08
H: 0.25914 4.36960 4.14448  0.07
H: -0.95975 3.92755 2.94610  0.06
Cl: 0.03446 -5.77685 -6.32340  0.67
C: -0.22787 -4.54424 -5.13077  -0.67
C: -0.54079 -4.90134 -3.81351  -0.08
C: -0.73376 -3.92832 -2.86590  -0.01
C: -0.62567 -2.55010 -3.17094  -0.39
O: -0.80222 -1.68958 -2.21285  -0.34
C: -0.31488 -2.20474 -4.51126  -0.14
C: -0.10435 -0.86105 -4.97105  -0.07
N: -0.15058 0.22059 -4.27832  0.00
C: 0.13541 1.43844 -4.93029  -0.24
C: -0.32788 1.76457 -6.17754  -0.02
C: 0.04341 2.98298 -6.78724  -0.06
C: 0.88442 3.85296 -6.15529  -0.02
C: 1.35525 3.55828 -4.85228  -0.15
C: 2.22950 4.39777 -4.12402  0.00
C: 2.59953 4.04929 -2.85652  -0.03
C: 2.06777 2.87100 -2.29132  -0.14
N: 1.27531 2.06098 -2.94470  0.04
C: 0.94313 2.36771 -4.22132  -0.20
C: -0.12217 -3.22373 -5.46733  -0.06
H: -0.62419 -5.94690 -3.54787  0.11
H: -0.97841 -4.19299 -1.84409  0.12
H: 0.16388 -0.77580 -6.02830  0.14
H: -0.98576 1.07850 -6.69855  0.12
H: -0.33635 3.21901 -7.77254  0.11
H: 1.19488 4.77300 -6.63407  0.12
H: 2.59394 5.30938 -4.58188  0.12
H: 3.27551 4.66336 -2.27779  0.11
H: 2.29936 2.58818 -1.26884  0.09
H: 0.12795 -2.95122 -6.48585  0.12
N: -4.55991 0.59021 -4.63972  0.12
C: -4.60573 -0.77839 -4.53024  -0.05
C: -3.59194 -1.11521 -3.68571  -0.10
N: -2.93761 0.01526 -3.27316  0.04
C: -3.53557 1.02737 -3.86671  -0.30
C: -3.11777 2.40229 -3.67066  -0.29
N: -1.96445 2.70951 -3.12904  0.07
C: -1.91706 4.07757 -3.07651  -0.11
C: -3.06557 4.60044 -3.58845  -0.06
N: -3.82723 3.51971 -3.96226  0.12
H: -5.16771 1.14168 -5.22138  0.16
H: -5.33684 -1.37073 -5.05010  0.12
H: -3.29976 -2.09182 -3.34061  0.11
H: -1.05953 4.59662 -2.68719  0.11
H: -3.40875 5.61222 -3.70681  0.12
H: -4.75553 3.56865 -4.34582  0.16